1.
This record from the OMol25 dataset describes C31H31BrN4O3Sr as an isolated structure. The level of theory is ωB97M-V with the def2-TZVPD basis set.

Atoms and positions in Å:
Sr  0.08  0.72  0.52
Br  4.52  0.94  -5.91
C  3.43  1.31  -4.40
C  3.74  2.39  -3.57
C  2.96  2.65  -2.47
C  1.83  1.86  -2.13
O  1.17  2.08  -1.05
C  1.52  0.78  -3.01
C  0.39  -0.11  -2.84
N  -0.46  -0.12  -1.88
C  -1.57  -1.02  -1.98
C  -2.10  -1.41  -3.20
C  -3.14  -2.34  -3.28
C  -3.61  -2.90  -2.10
C  -3.13  -2.48  -0.86
C  -3.48  -3.18  0.37
C  -3.14  -2.65  1.55
C  -2.58  -1.25  1.57
N  -1.72  -0.96  0.43
C  -2.15  -1.46  -0.76
C  2.33  0.53  -4.13
H  4.60  3.01  -3.79
H  3.19  3.48  -1.81
H  0.28  -0.84  -3.65
H  -1.73  -0.97  -4.11
H  -3.55  -2.62  -4.23
H  -4.37  -3.68  -2.13
H  -3.95  -4.15  0.30
H  -3.33  -3.17  2.48
H  -2.48  -1.33  3.69
H  2.08  -0.29  -4.79
C  -1.48  0.44  3.20
C  -1.82  -0.98  2.88
C  -0.51  -1.68  3.03
C  0.42  -0.82  3.47
C  -0.19  0.51  3.59
H  -2.20  1.25  3.19
H  -3.44  -0.55  1.58
H  -0.37  -2.73  2.83
H  1.45  -1.05  3.71
H  0.32  1.40  3.96
C  -2.19  2.89  -0.84
C  -1.27  3.81  -0.08
O  -0.81  3.13  1.10
C  -0.09  3.97  2.00
C  1.37  4.12  1.62
H  -2.63  3.43  -1.68
H  -3.01  2.53  -0.20
H  -1.66  2.03  -1.26
H  -1.80  4.71  0.25
H  -0.41  4.08  -0.69
H  -0.19  3.51  2.99
H  -0.59  4.95  2.05
H  1.87  3.15  1.64
H  1.87  4.78  2.33
H  1.48  4.52  0.62
N  5.35  2.35  3.12
C  5.88  1.40  2.30
O  7.05  1.08  2.33
C  4.91  0.73  1.37
C  5.40  0.15  0.20
C  4.51  -0.46  -0.66
C  3.16  -0.49  -0.31
N  2.69  0.04  0.82
C  3.56  0.63  1.64
H  6.02  2.88  3.66
H  4.51  2.83  2.85
H  6.46  0.20  -0.01
H  4.83  -0.91  -1.59
H  2.44  -0.96  -0.97
H  3.15  1.03  2.56

Its molecular weight is 675.14 Da. As for the highest occupied orbital energy: -0.22689 Ha. The value obtained for the total energy is -115633.5188 eV. As for the orbital gap: 6.1 eV. The calculation puts the energy relative to the best compared isomer or geometry (same formula, charge and spin) at 30.77 kcal per mole.

Here are the Löwdin charges for atoms 1 to 6, given in e:
1. Sr 1.4723
2. Br 0.6987
3. C -0.7144
4. C -0.1346
5. C -0.0174
6. C -0.4039

2.
This record from the OMol25 dataset describes C33H25N18O2S3SeZr as an isolated structure at a distorted geometry. The level of theory is ωB97M-V with the def2-TZVPD basis set.

Atoms and positions in Å:
Zr  0.49  0.59  0.21
N  -0.59  3.99  0.60
C  0.74  3.70  0.80
N  1.67  4.60  1.01
N  2.83  3.88  1.08
N  2.61  2.63  0.92
N  1.25  2.47  0.75
C  -1.38  3.10  -0.11
N  -2.33  3.43  -0.94
N  -2.81  2.24  -1.42
N  -2.18  1.26  -0.91
N  -1.25  1.76  -0.03
H  -0.82  4.96  0.46
C  1.75  -2.89  3.95
N  1.96  -3.00  2.50
C  1.88  -4.17  1.75
C  2.07  -3.85  0.47
N  2.27  -2.46  0.43
C  2.20  -1.94  1.71
S  2.37  -0.34  2.22
C  2.62  -1.73  -0.73
C  3.13  -2.38  -1.83
C  3.56  -1.62  -2.91
C  3.54  -0.24  -2.81
C  3.02  0.32  -1.67
N  2.47  -0.41  -0.67
H  1.61  -3.89  4.35
H  0.87  -2.28  4.14
H  2.61  -2.42  4.41
H  1.68  -5.13  2.20
H  2.05  -4.47  -0.40
H  3.23  -3.45  -1.85
H  3.95  -2.11  -3.79
H  3.95  0.39  -3.59
H  3.05  1.38  -1.50
O  -3.00  -1.76  3.99
C  -2.70  -2.72  3.11
C  -3.33  -3.95  3.26
C  -3.05  -4.99  2.40
C  -2.12  -4.84  1.37
C  -1.51  -3.62  1.21
C  -1.78  -2.53  2.06
C  -1.09  -1.26  1.84
O  -0.26  -1.15  0.79
N  -1.25  -0.29  2.66
N  -0.43  0.83  2.46
C  -0.74  1.78  3.29
S  0.35  3.09  3.60
C  -0.91  4.13  4.36
C  -1.77  3.23  5.22
S  -2.22  1.79  4.22
H  -2.47  -0.96  3.77
H  -4.05  -4.05  4.07
H  -3.56  -5.94  2.54
H  -1.89  -5.66  0.70
H  -0.79  -3.48  0.42
H  -1.49  4.62  3.58
H  -0.39  4.89  4.96
H  -2.70  3.71  5.52
H  -1.24  2.88  6.10
Se  -2.02  1.53  -7.52
N  -1.17  2.64  -6.43
C  -0.91  1.96  -5.35
C  -0.18  2.50  -4.21
C  0.28  3.82  -4.19
C  1.01  4.24  -3.11
C  1.23  3.35  -2.06
N  0.75  2.11  -2.04
C  0.07  1.68  -3.11
C  -0.40  0.29  -3.09
N  -0.13  -0.44  -1.99
C  -0.53  -1.71  -1.97
C  -1.22  -2.32  -3.00
C  -1.51  -1.58  -4.11
C  -1.08  -0.25  -4.17
C  -1.35  0.59  -5.34
N  -1.96  0.16  -6.40
H  0.07  4.46  -5.03
H  1.41  5.24  -3.05
H  1.85  3.66  -1.23
H  -0.31  -2.26  -1.07
H  -1.53  -3.35  -2.90
H  -2.06  -1.98  -4.95

Its molecular weight is 972.07 Da. Its charge is +1. As for the highest occupied orbital energy: -0.38791 Ha. The value obtained for the total energy is -164674.7962 eV. As for the orbital gap: 7.2 eV. The calculation puts the energy relative to the best compared isomer or geometry (same formula, charge and spin) at 22.31 kcal per mole.

Here are the Löwdin charges for atoms 1 to 6, given in e:
1. Zr 1.7137
2. N 0.1704
3. C -0.6091
4. N 0.0608
5. N -0.0247
6. N -0.0413